Run A
DFT (ωB97M-V/def2-TZVPD) results for 2 unconnected molecules or ions with the total composition C4H11N2S.

Values from the calculation:
Frontier orbital gap (alpha / beta): 9.87 / 6.93 eV

```
! wB97M-V def2-TZVPD RIJCOSX def2/J DEFGRID3
* xyz 0 2
C -0.32095 -0.83175 -3.18906
C -0.63777 -1.45789 -1.83475
C -0.33584 -0.48596 -0.68321
S 1.42656 -0.09792 -0.57925
H -0.79495 0.15233 -3.26174
H -0.68119 -1.44337 -4.01792
H 0.75072 -0.66988 -3.30280
H -1.69269 -1.74641 -1.84435
H -0.03296 -2.35916 -1.70376
H -0.66380 -0.97708 0.23876
H -0.94935 0.41048 -0.79047
N 0.70281 1.12365 2.28595
C -0.56043 1.17376 2.74592
N -1.60205 0.73102 2.14435
H 0.95433 0.67947 1.39593
H 1.44014 1.39973 2.90516
H -0.63357 1.61907 3.74401
H -2.39862 0.94982 2.73028
*
```

---

Run B
DFT (ωB97M-V/def2-TZVPD) results for C4H11N2S in the gas phase.

Values from the calculation:
Frontier orbital gap (alpha / beta): 9.27 / 6.10 eV

```
! wB97M-V def2-TZVPD RIJCOSX def2/J DEFGRID3
* xyz 0 2
N -1.00578 -0.04487 -1.47005
C -0.94364 -0.34196 0.02325
C -2.26185 0.01644 0.74997
S -3.74105 -0.70631 -0.08885
C 0.37460 0.33089 0.46150
N 1.40194 -0.18672 -0.35017
C 2.80011 0.16524 -0.11420
H -1.70939 -0.72919 -1.78621
H -1.50105 0.95405 -1.55283
H -0.84840 -1.46832 0.14515
H -2.16692 -0.33785 1.76942
H -2.29853 1.07825 0.92455
H 0.52662 0.22314 1.56507
H 0.42844 1.43635 0.32255
H 1.30400 -1.23094 -0.39920
H 2.87537 1.23770 0.26166
H 3.39834 0.17391 -1.09126
H 3.36719 -0.56980 0.62961
*
```

---

Most stable: run A. Least stable: run B.

---

Run A
DFT (ωB97M-V/def2-TZVPD) results for 3 unconnected molecules or ions with the total composition C4H8O2S2.

Values from the calculation:
Frontier orbital gap: 5.11 eV

```
! wB97M-V def2-TZVPD RIJCOSX def2/J DEFGRID3
* xyz 0 1
C -1.25337 1.45982 1.13064
C -1.35722 -1.16210 -0.81105
O -2.46720 -1.19574 -0.32458
O -0.93346 -0.53377 -1.81764
C -0.94170 1.26934 2.39136
S 1.58890 -0.59926 0.97669
S 1.64124 0.54373 -0.55974
C 2.08116 -0.71789 -1.82337
H -1.74444 2.37850 0.82896
H -1.02038 0.74522 0.37119
H -0.51443 -1.71173 -0.25236
H -0.41989 0.40327 2.78181
H -1.13492 2.04934 3.12392
H 1.14305 -1.13634 -2.17361
H 2.62241 -1.44109 -1.21804
H 2.71025 -0.35131 -2.62419
*
```

---

Run B
DFT (ωB97M-V/def2-TZVPD) results for C4H8O2S2 in the gas phase.

Values from the calculation:
Frontier orbital gap: 10.06 eV
Structure (SMILES): O=S1(=O)CCCCS1

```
! wB97M-V def2-TZVPD RIJCOSX def2/J DEFGRID3
* xyz 0 1
O 1.54994 -1.16642 1.91527
S 0.14577 -0.87390 1.66796
O -0.79825 -1.64623 2.52985
C -0.11066 -1.29384 -0.04963
C 0.66427 -0.34264 -0.95897
C 0.20562 1.09665 -0.96472
C -0.84047 1.43110 0.08047
S -0.20083 1.19260 1.74491
H -1.17449 -1.24957 -0.27412
H 0.19511 -2.34838 -0.19427
H 1.71243 -0.41964 -0.73392
H 0.57799 -0.72636 -1.98203
H 1.07377 1.71232 -0.73873
H -0.14619 1.35689 -1.95098
H -1.73306 0.81375 -0.07878
H -1.12095 2.46367 -0.01231
*
```

---

Most stable: run B. Least stable: run A.